# 1
{"formula": "C13H27ClIN2OP2Tl", "method": "ωB97M-V with the def2-TZVPD basis set", "total_charge": 2, "homo_lumo_gap_ha": 0.23184, "lumo_ev": -7.04, "elements": ["C", "C", "H", "H", "H", "O", "I", "Tl", "P", "C", "C", "H", "H", "H", "H", "H", "H", "C", "H", "H", "H", "P", "C", "C", "H", "H", "H", "C", "H", "H", "H", "H", "H", "H", "Cl", "N", "C", "C", "C", "C", "C", "N", "H", "H", "H", "H", "H", "H"], "positions_angstrom": [[-0.554, -0.039, -2.699], [-1.058, 0.481, -1.377], [-1.233, 0.271, -3.511], [-0.496, -1.136, -2.719], [0.438, 0.379, -2.917], [-0.730, 1.538, -0.828], [0.621, -1.057, 0.391], [-0.810, -4.131, -3.296], [2.940, -1.152, -0.342], [3.934, -0.161, 0.788], [3.534, -2.848, -0.394], [4.633, -2.818, -0.452], [4.097, -0.355, -2.249], [3.131, -3.375, -1.273], [2.527, -1.095, -2.719], [3.599, -0.321, 1.821], [3.235, -3.377, 0.522], [3.028, -0.438, -1.993], [4.985, -0.474, 0.686], [2.570, 0.560, -2.006], [3.841, 0.907, 0.542], [-2.673, -0.333, -0.867], [-3.151, 0.460, 0.655], [-3.863, 0.058, -2.155], [-2.270, -2.610, -1.630], [-3.578, -2.469, -0.446], [-1.885, -2.399, 0.108], [-2.572, -2.110, -0.698], [-3.679, -0.539, -3.060], [-4.865, -0.177, -1.770], [-4.212, 0.235, 0.828], [-3.016, 1.546, 0.551], [-3.816, 1.128, -2.402], [-2.552, 0.125, 1.515], [1.248, -5.031, -4.447], [-1.175, 0.355, 3.223], [-0.445, 1.504, 3.035], [-0.792, 2.698, 3.717], [-0.111, 3.868, 3.391], [0.838, 3.820, 2.359], [1.070, 2.596, 1.723], [0.535, 1.447, 2.127], [-0.729, -0.516, 2.949], [-1.776, 0.320, 4.034], [-1.581, 2.638, 4.468], [-0.316, 4.794, 3.929], [1.392, 4.694, 2.022], [1.743, 2.536, 0.867]], "mulliken_charge": [-1.10, 0.44, 0.43, 0.10, 0.28, -0.48, 0.25, 0.66, 0.75, -1.12, -1.11, 0.44, 0.48, 0.38, 0.36, 0.38, 0.37, -1.19, 0.45, 0.34, 0.34, 1.14, -1.03, -1.34, -0.17, 0.45, 0.43, -0.78, 0.41, 0.45, 0.52, 0.40, 0.41, 0.21, -0.54, -0.41, 0.64, -0.79, -0.36, -0.84, -0.08, 0.04, 0.13, 0.22, 0.33, 0.42, 0.41, 0.30]}

# 2
{"formula": "C13H27CuF7NO11S6", "method": "ωB97M-V with the def2-TZVPD basis set", "homo_lumo_gap_ha": 0.30975, "lumo_ev": -0.14, "elements": ["Cu", "C", "F", "F", "F", "S", "O", "O", "N", "S", "O", "O", "C", "F", "F", "F", "C", "S", "O", "C", "H", "H", "H", "H", "H", "H", "C", "S", "O", "C", "H", "H", "H", "H", "H", "H", "C", "S", "O", "C", "H", "H", "H", "H", "H", "H", "C", "S", "O", "C", "H", "H", "H", "H", "H", "H", "C", "C", "O", "C", "O", "O", "F", "H", "H", "H"], "positions_angstrom": [[0.236, 0.596, 0.384], [2.866, -2.761, 1.061], [3.257, -3.638, 1.960], [3.892, -2.351, 0.381], [2.123, -3.448, 0.107], [1.985, -1.418, 2.019], [1.860, -1.951, 3.327], [2.937, -0.337, 1.852], [0.555, -1.108, 1.318], [-0.562, -2.049, 1.956], [-0.200, -3.446, 2.110], [-1.220, -1.407, 3.084], [-1.885, -2.200, 0.577], [-1.302, -2.397, -0.633], [-2.625, -3.256, 0.852], [-2.610, -1.150, 0.403], [1.214, 2.717, 3.003], [2.316, 2.795, 1.618], [1.641, 2.144, 0.437], [2.087, 4.492, 1.195], [0.274, 3.198, 2.977], [1.725, 3.113, 3.857], [1.045, 1.676, 3.215], [2.458, 5.257, 1.863], [1.079, 4.647, 0.856], [2.729, 4.710, 0.313], [-2.700, 2.184, 4.355], [-4.457, 1.724, 4.274], [-5.212, 3.009, 4.026], [-4.520, 0.794, 2.753], [-2.332, 2.614, 3.437], [-2.151, 1.261, 4.533], [-2.582, 2.743, 5.243], [-4.013, -0.187, 3.004], [-4.166, 1.367, 1.883], [-5.593, 0.616, 2.593], [3.214, -0.194, -2.254], [1.544, -0.534, -2.548], [0.774, 0.531, -1.766], [1.438, -0.074, -4.267], [3.434, 0.717, -2.767], [3.803, -1.052, -2.523], [3.245, -0.142, -1.159], [0.361, -0.182, -4.564], [2.085, -0.658, -4.923], [1.648, 1.011, -4.343], [-0.794, 3.304, -1.131], [-2.147, 2.313, -0.528], [-1.660, 1.527, 0.647], [-2.397, 1.316, -1.976], [-0.537, 4.050, -0.399], [-0.996, 3.949, -2.011], [0.181, 2.750, -1.183], [-1.508, 0.942, -2.531], [-2.994, 2.006, -2.605], [-2.973, 0.469, -1.630], [-0.288, -3.618, -3.190], [0.568, -4.573, -2.374], [1.822, -4.479, -2.849], [1.780, -3.886, -4.120], [2.701, -3.631, -4.772], [0.524, -3.446, -4.322], [0.085, -5.903, -2.607], [-0.418, -2.623, -2.676], [-1.241, -3.960, -3.540], [0.598, -4.483, -1.285]], "mulliken_charge": [1.19, 0.52, -0.23, -0.22, -0.19, 0.53, -0.61, -0.64, 0.29, 0.79, -0.63, -0.64, 0.48, -0.21, -0.24, -0.17, -0.82, 0.46, -0.45, -0.84, 0.20, 0.55, 0.13, 0.41, 0.07, 0.35, -0.70, 0.44, -0.65, -0.52, 0.03, 0.32, 0.45, 0.25, -0.05, 0.42, -1.09, 0.69, -0.63, -1.30, 0.46, 0.40, 0.18, 0.33, 0.40, 0.46, -0.67, 0.41, -0.47, -0.77, 0.17, 0.49, 0.10, -0.01, 0.49, 0.24, 0.22, 0.53, -0.34, 0.61, -0.46, -0.37, -0.38, -0.27, 0.37, 0.16]}

# 3
{"formula": "C13H27N2O8P2S3", "method": "ωB97M-V with the def2-TZVPD basis set", "total_charge": -1, "homo_lumo_gap_ha": 0.20618, "lumo_ev": 1.56, "elements": ["O", "C", "O", "C", "N", "P", "P", "O", "O", "O", "C", "C", "C", "C", "C", "N", "H", "H", "H", "H", "H", "H", "H", "H", "H", "C", "S", "O", "C", "H", "H", "H", "H", "H", "H", "C", "S", "O", "C", "H", "H", "H", "H", "H", "H", "C", "S", "O", "C", "H", "H", "H", "H", "H", "H"], "positions_angstrom": [[-4.830, -6.557, -0.392], [-4.655, -6.092, 0.751], [-5.612, -6.155, 1.626], [-3.271, -5.400, 1.064], [-3.577, -4.185, 1.866], [-2.155, -3.372, 2.479], [-0.895, -2.649, 0.857], [-0.768, -3.585, -0.297], [-1.565, -1.224, 0.243], [0.659, -2.369, 1.435], [-2.264, -6.395, 1.786], [-2.895, -7.337, 2.690], [-1.990, -8.248, 3.414], [-0.584, -8.024, 3.078], [-0.104, -7.059, 2.118], [-0.965, -6.234, 1.465], [-2.836, -5.122, 0.068], [-4.098, -4.537, 2.684], [-2.637, -2.187, 3.117], [-1.205, -1.177, -0.671], [0.885, -3.126, 2.011], [-3.997, -7.372, 2.872], [-2.339, -8.998, 4.149], [0.181, -8.649, 3.604], [0.993, -6.997, 1.921], [1.358, 1.852, -2.804], [1.575, 0.953, -1.257], [0.542, -0.117, -1.217], [1.012, 2.286, -0.187], [1.619, 1.186, -3.627], [0.320, 2.169, -2.907], [2.018, 2.719, -2.817], [-0.005, 2.574, -0.457], [1.684, 3.139, -0.283], [1.028, 1.929, 0.842], [-0.269, 6.886, -4.093], [-0.380, 5.122, -3.740], [0.614, 4.822, -2.672], [0.325, 4.570, -5.305], [-0.627, 7.432, -3.221], [0.767, 7.161, -4.295], [-0.897, 7.125, -4.953], [1.324, 4.989, -5.431], [-0.322, 4.882, -6.126], [0.388, 3.482, -5.288], [4.085, 5.767, 0.255], [4.310, 4.875, 1.806], [3.281, 3.802, 1.853], [3.743, 6.211, 2.875], [4.347, 5.098, -0.565], [3.044, 6.078, 0.151], [4.743, 6.637, 0.236], [2.724, 6.495, 2.607], [4.411, 7.068, 2.774], [3.762, 5.857, 3.905]], "mulliken_charge": [-0.73, 0.22, -0.78, 0.29, -0.41, -0.11, 0.96, -0.62, -0.47, -0.52, 0.17, -0.35, -0.52, -0.26, -0.36, -0.19, 0.30, 0.38, 0.06, 0.34, 0.33, 0.37, 0.36, 0.25, 0.33, -1.01, 0.37, -0.60, -0.74, 0.40, 0.21, 0.42, 0.33, 0.18, 0.33, -1.01, 0.47, -0.50, -0.95, 0.32, 0.30, 0.39, 0.29, 0.41, 0.29, -0.91, 0.45, -0.53, -0.94, 0.29, 0.26, 0.42, 0.30, 0.36, 0.32]}

# 4
{"formula": "C13H27NO26S6", "method": "ωB97M-V with the def2-TZVPD basis set", "homo_lumo_gap_ha": 0.37872, "lumo_ev": -0.24, "elements": ["C", "C", "O", "S", "O", "O", "O", "H", "H", "H", "H", "C", "C", "O", "S", "O", "O", "O", "H", "H", "H", "H", "C", "C", "O", "S", "O", "O", "O", "H", "H", "H", "H", "C", "C", "O", "S", "O", "O", "O", "H", "H", "H", "H", "C", "C", "O", "S", "O", "O", "O", "H", "H", "H", "H", "C", "C", "O", "S", "O", "O", "O", "H", "H", "H", "H", "C", "N", "O", "O", "H", "H", "H"], "positions_angstrom": [[3.018, -2.961, -1.765], [1.790, -2.092, -1.337], [2.118, -0.741, -1.821], [3.530, -0.722, -2.611], [4.334, 0.367, -2.237], [3.335, -0.973, -3.993], [4.126, -2.062, -1.893], [2.827, -3.509, -2.670], [3.249, -3.732, -1.033], [1.636, -2.042, -0.278], [0.864, -2.327, -1.803], [-1.719, -0.870, -3.692], [-1.388, 0.023, -2.548], [-2.512, -0.123, -1.619], [-2.888, -1.616, -1.658], [-4.304, -1.755, -1.555], [-2.159, -2.310, -0.663], [-2.344, -2.000, -3.066], [-0.840, -1.160, -4.241], [-2.469, -0.387, -4.302], [-1.318, 1.078, -2.725], [-0.497, -0.273, -1.981], [-0.317, -3.830, 1.374], [-1.427, -4.856, 1.042], [-1.069, -5.374, -0.263], [0.544, -5.430, -0.436], [0.861, -4.880, -1.705], [1.154, -6.739, -0.210], [0.905, -4.383, 0.701], [-0.100, -3.686, 2.476], [-0.523, -2.895, 0.849], [-2.496, -4.484, 1.098], [-1.378, -5.808, 1.639], [-6.418, 1.403, 1.532], [-5.461, 1.373, 0.321], [-4.161, 1.545, 0.899], [-4.163, 1.745, 2.507], [-3.329, 2.832, 2.961], [-3.863, 0.488, 3.131], [-5.689, 2.147, 2.549], [-6.582, 0.417, 1.914], [-7.365, 1.925, 1.388], [-5.496, 2.217, -0.360], [-5.627, 0.463, -0.260], [4.200, 2.838, -0.486], [5.648, 2.480, -0.118], [5.801, 2.876, 1.264], [4.847, 4.143, 1.608], [5.455, 5.384, 1.534], [4.296, 3.869, 2.857], [3.891, 3.926, 0.370], [3.536, 1.996, -0.249], [4.105, 3.221, -1.475], [6.382, 3.032, -0.814], [5.776, 1.378, -0.134], [-1.110, 0.148, 1.345], [-0.688, 0.832, 2.755], [0.547, 0.237, 2.976], [1.347, 0.312, 1.666], [2.329, -0.737, 1.620], [1.771, 1.658, 1.367], [0.152, -0.100, 0.702], [-1.588, 0.813, 0.633], [-1.583, -0.820, 1.429], [-1.244, 0.656, 3.684], [-0.610, 1.915, 2.761], [-0.061, 4.086, 0.711], [0.268, 3.251, -0.460], [-0.670, 2.552, -0.955], [1.324, 3.392, -0.994], [0.544, 3.652, 1.541], [-1.183, 3.934, 0.829], [0.127, 5.066, 0.378]], "mulliken_charge": [-0.38, 0.05, -0.12, 0.97, -0.49, -0.63, -0.41, 0.39, 0.34, -0.15, 0.28, -0.50, -0.07, -0.13, 0.92, -0.69, -0.33, -0.33, 0.34, 0.36, 0.53, -0.16, 0.61, -0.39, -0.31, 1.06, -0.52, -0.59, -0.30, 0.35, -0.47, 0.29, 0.31, -0.53, -0.14, -0.18, 1.19, -0.58, -0.57, -0.34, 0.32, 0.31, 0.30, 0.24, 0.18, -0.14, -0.36, 1.02, -0.54, -0.55, -0.23, -0.22, 0.38, 0.24, 0.25, -0.40, -0.40, -0.48, 0.99, -0.70, -0.44, 0.58, 0.05, 0.35, 0.33, 0.28, -0.66, 1.10, -0.60, -0.54, 0.16, 0.22, 0.35]}

# 5
{"formula": "C13H27O7Zn", "method": "ωB97M-V with the def2-TZVPD basis set", "total_charge": 1, "homo_lumo_gap_ha": 0.05167, "lumo_ev": -9.90, "elements": ["Zn", "C", "O", "H", "H", "H", "C", "O", "C", "O", "O", "C", "H", "H", "H", "H", "H", "H", "C", "C", "O", "C", "H", "H", "H", "H", "H", "H", "C", "C", "O", "C", "H", "H", "H", "H", "H", "H", "C", "C", "O", "C", "H", "H", "H", "H", "H", "H"], "positions_angstrom": [[0.229, 3.490, 7.013], [-0.186, 1.661, 1.822], [-0.625, 2.403, 2.907], [-1.016, 1.482, 1.139], [0.667, 2.134, 1.336], [0.234, 0.698, 2.113], [-9.461, -0.961, -3.552], [-9.377, -0.865, -2.140], [-8.159, -0.861, -1.644], [-7.110, -0.939, -2.278], [-8.265, -0.626, -0.379], [-7.119, -0.343, 0.384], [-8.931, -0.129, -4.016], [-10.515, -0.831, -3.796], [-9.187, -1.929, -3.969], [-6.212, -0.940, 0.288], [-7.464, -0.463, 1.411], [-6.784, 0.691, 0.306], [5.431, -0.788, 0.101], [6.153, -1.269, 1.349], [7.148, -1.978, 1.328], [5.678, -0.710, 2.665], [4.382, -1.082, 0.145], [5.849, -1.233, -0.802], [5.354, 0.293, -0.017], [5.525, 0.365, 2.575], [6.297, -0.916, 3.538], [4.745, -1.205, 2.933], [-0.893, -5.196, -0.763], [-0.375, -6.167, -1.835], [0.028, -5.763, -2.934], [-0.516, -7.628, -1.467], [-1.909, -5.500, -0.514], [-0.830, -4.225, -1.255], [-0.205, -5.222, 0.082], [-1.473, -7.786, -0.969], [0.266, -7.920, -0.767], [-0.542, -8.270, -2.348], [5.953, 6.150, 0.622], [5.180, 7.096, -0.295], [5.702, 7.584, -1.320], [3.741, 7.432, 0.034], [5.329, 5.328, 0.974], [6.203, 6.654, 1.556], [6.787, 5.670, 0.109], [3.277, 6.554, 0.483], [3.243, 7.778, -0.871], [3.749, 8.280, 0.719]], "mulliken_charge": [0.54, -0.33, -0.16, 0.27, 0.26, 0.30, -0.65, -0.30, 0.83, -0.59, -0.30, -0.69, 0.30, 0.24, 0.29, 0.30, 0.26, 0.30, -1.08, 0.85, -0.51, -1.03, 0.30, 0.30, 0.31, 0.28, 0.31, 0.28, -0.98, 0.78, -0.53, -1.04, 0.33, 0.28, 0.30, 0.32, 0.29, 0.31, -1.03, 0.79, -0.54, -0.96, 0.30, 0.29, 0.31, 0.28, 0.31, 0.28]}

Number 1: maximum force 0.060 Eh/bohr. Number 2: maximum force 0.069 Eh/bohr. Number 3: maximum force 0.079 Eh/bohr. Number 4: maximum force 0.069 Eh/bohr. Number 5: maximum force 0.063 Eh/bohr.